Record 1
Entry from the Open Molecules 2025 dataset: a 2-piece molecular cluster, CH9N5 overall at a distorted geometry (wB97M-V/def2-TZVPD).

## Properties
Lowest unoccupied orbital energy (eV): -7.55

```
! RIJCOSX wB97M-V def2-TZVPD def2/J DEFGRID3
* xyz 2 1
C 4.44120 -1.06921 0.03388
N 5.17682 -0.08900 -0.36645
N -4.51630 0.18147 -0.16137
N -6.80030 0.09505 -0.09836
N 5.35551 1.05579 0.30666
N -5.56128 -0.26871 0.27792
H 4.16565 -1.96904 -0.45877
H 4.13674 -1.07189 1.01672
H 5.61033 -0.24815 -1.35304
H -4.50488 0.98074 -0.92300
H -6.73653 0.67600 -0.90892
H -7.51600 -0.57139 0.15079
H 6.04385 1.69938 -0.01788
H 4.99756 0.92510 1.23002
H -5.36454 -0.74784 1.19850
*
```

=====

Record 2
Entry from the Open Molecules 2025 dataset: the molecule CH9N5O2 at a distorted geometry (wB97M-V/def2-TZVPD).

## Properties
SMILES: NO[C@H](N)N(N)NO
Lowest unoccupied orbital energy (eV): 0.81

```
! RIJCOSX wB97M-V def2-TZVPD def2/J DEFGRID3
* xyz 0 1
C -0.35189 -0.34673 0.32675
N 1.02257 0.24177 0.24828
N 1.15087 1.32197 1.16919
N -1.82126 -2.06202 -0.50016
N 1.27902 0.76672 -1.07561
N -1.33028 0.63025 -0.17162
O -0.42979 -1.57280 -0.44505
O 2.48705 1.30124 1.73546
H 2.88319 0.61586 1.16370
H 1.17389 2.20049 0.64079
H -0.57165 -0.61394 1.36921
H -1.96445 -2.06602 -1.51262
H -1.68599 -3.03958 -0.23612
H 0.40996 1.22874 -1.38376
H 1.35836 -0.01887 -1.72731
H -1.40984 1.32023 0.56966
H -2.19977 0.09271 -0.17078
*
```

=====

Record 3
Entry from the Open Molecules 2025 dataset: a 3-piece molecular cluster, CH9NO2 overall at a distorted geometry (wB97M-V/def2-TZVPD).

## Properties
<S²>: 0.7535
Lowest unoccupied orbital energy (spin up / spin down) (eV): -3.71 / -8.59

```
! RIJCOSX wB97M-V def2-TZVPD def2/J DEFGRID3
* xyz 1 2
H -0.54777 0.36489 -0.52017
O -1.76634 -0.18576 -0.22345
N 0.27202 0.86300 -1.07459
H -2.47002 0.39339 0.19374
H 0.18902 1.87513 -1.12470
H 0.04401 0.61764 -2.04395
C 1.64098 0.39755 -0.73168
H 1.72358 -0.65065 -0.94811
H 2.39553 0.95443 -1.27126
H 1.80572 0.56922 0.32291
O 0.02242 -1.06884 1.81783
H -0.64415 -1.32631 1.17503
H -0.49669 -1.10459 2.62521
*
```

=====

Record 4
Entry from the Open Molecules 2025 dataset: a 3-piece molecular cluster, CH9NO3 overall at a distorted geometry (wB97M-V/def2-TZVPD).

## Properties
SMILES: NCO.O.O
Lowest unoccupied orbital energy (eV): 0.59

```
! RIJCOSX wB97M-V def2-TZVPD def2/J DEFGRID3
* xyz 0 1
N 0.43944 -1.25571 -0.19077
C -0.72769 -1.70554 -0.90884
O -2.05381 -1.48766 -0.26786
H 0.55520 -0.32338 -0.01060
H 0.34251 -1.72163 0.77652
H -0.49680 -2.69631 -1.28232
H -0.67554 -1.15472 -1.83158
H -2.51828 -2.29086 -0.22958
H -1.84245 0.46177 -0.25617
H -1.57460 1.67246 0.50212
O -1.66193 1.37113 -0.39472
H 4.39678 2.15797 1.13326
H 2.96979 2.67359 0.88295
O 3.73241 2.64707 1.55056
*
```

=====

Record 5
Entry from the Open Molecules 2025 dataset: a 4-piece molecular cluster, CH9O4 overall at a distorted geometry (wB97M-V/def2-TZVPD).

## Properties
Lowest unoccupied orbital energy (eV): 4.07

```
! RIJCOSX wB97M-V def2-TZVPD def2/J DEFGRID3
* xyz -1 1
C -2.58306 0.03046 -1.07099
O -2.77627 0.04449 0.33093
H -3.37520 -0.48635 -1.61883
H -2.58360 1.06860 -1.44488
H -1.59382 -0.37632 -1.28707
H 3.87434 -0.04630 0.33014
H 4.13219 1.45709 0.34715
O 4.52536 0.62124 0.08432
H 0.72884 -0.27620 0.85359
H 1.18470 0.73707 -0.23610
O 1.55238 0.08093 0.35887
H -1.93058 -0.33409 0.72457
H -0.55185 -1.71167 1.14939
O -0.60341 -0.80897 1.47890
*
```

=====

Record 6
Entry from the Open Molecules 2025 dataset: a 4-piece molecular cluster, CH9O4 overall at a distorted geometry (wB97M-V/def2-TZVPD).

## Properties
Lowest unoccupied orbital energy (eV): 3.93

```
! RIJCOSX wB97M-V def2-TZVPD def2/J DEFGRID3
* xyz -1 1
C 2.50880 0.82317 0.34701
O 1.65014 1.39025 1.29075
H 1.97067 0.73788 -0.61719
H 3.45128 1.36238 0.31845
H 2.74519 -0.25589 0.48737
H -1.01674 -2.65958 -2.26222
H -1.58876 -1.36348 -1.62872
O -1.80087 -2.27963 -1.87554
H -1.14608 0.22372 -0.07591
H -2.49808 0.68515 -0.72280
O -1.55256 0.66211 -0.88110
H 0.82923 0.80197 1.31335
H -0.03059 -1.05561 1.23011
O -0.49981 -0.23119 1.40506
*
```

=====

Record 7
Entry from the Open Molecules 2025 dataset: a 5-piece molecular cluster, CH9O6 overall at a distorted geometry (wB97M-V/def2-TZVPD).

## Properties
<S²>: 0.7592
Lowest unoccupied orbital energy (spin up / spin down) (eV): -0.23 / -6.15

```
! RIJCOSX wB97M-V def2-TZVPD def2/J DEFGRID3
* xyz 0 2
O 0.30099 0.02110 -1.69569
C 1.47100 -0.25988 -1.24027
O 1.56878 -0.94656 -0.20961
H 2.43609 0.13547 -1.85547
H -0.65200 -1.01014 2.39264
H -2.12748 -0.56347 2.75315
O -1.25787 -0.93361 3.13657
H -0.56130 -1.31727 -1.41376
H -0.65318 -2.46977 -0.27753
O -1.08880 -2.18835 -1.12352
H 0.67739 2.93826 -0.98729
H -0.47526 2.13835 -1.85106
O -0.18392 2.98154 -1.46240
H 0.68724 -0.15063 1.10801
H -0.41515 1.02601 1.10312
O 0.27348 0.59894 1.62311
*
```

=====

Record 8
Entry from the Open Molecules 2025 dataset: a 2-piece molecular cluster, CHBr2FO overall at a distorted geometry (wB97M-V/def2-TZVPD).

## Properties
Lowest unoccupied orbital energy (eV): -0.46

```
! RIJCOSX wB97M-V def2-TZVPD def2/J DEFGRID3
* xyz 0 1
C -1.13951 -0.69282 0.65794
O 1.83394 0.17042 -0.87012
F -1.53581 0.21755 1.43976
Br 0.68878 1.30645 -0.24161
Br -2.35097 -0.84480 -0.73381
H 2.50357 -0.15679 -0.25215
*
```

=====

Record 9
Entry from the Open Molecules 2025 dataset: a 2-piece molecular cluster, CHBr2NO overall at a distorted geometry (wB97M-V/def2-TZVPD).

## Properties
SMILES: [O-][N+]#CBr.Br
Lowest unoccupied orbital energy (eV): -0.34

```
! RIJCOSX wB97M-V def2-TZVPD def2/J DEFGRID3
* xyz 0 1
C -1.88410 -2.52234 0.31510
N -1.36946 -1.92587 1.18840
O -0.97330 -1.65940 2.27561
Br -2.40566 -2.53888 -1.42562
Br -0.43692 1.48406 0.24244
H -1.64566 1.41467 -0.29741
*
```

=====

Record 10
Entry from the Open Molecules 2025 dataset: CHBr2NO as an isolated structure at a distorted geometry (wB97M-V/def2-TZVPD).

## Properties
Lowest unoccupied orbital energy (eV): -0.47

```
! RIJCOSX wB97M-V def2-TZVPD def2/J DEFGRID3
* xyz 0 1
C 1.35061 0.53452 -1.63503
N -0.79984 0.24420 -0.00995
O 2.03433 1.33985 -2.01655
Br -0.91416 2.11450 0.17081
Br -2.39774 -0.68455 -0.36629
H -0.10411 -0.01027 -0.79689
*
```

=====

Record 11
Entry from the Open Molecules 2025 dataset: the molecule CHBr2NO at a distorted geometry (wB97M-V/def2-TZVPD).

## Properties
<S²>: 2.0100
Lowest unoccupied orbital energy (spin up / spin down) (eV): -0.28 / -2.27

```
! RIJCOSX wB97M-V def2-TZVPD def2/J DEFGRID3
* xyz 0 3
C 0.12876 1.92026 -0.61476
N 2.23736 2.03311 1.59791
O -0.76886 1.73319 -1.31090
Br 1.21168 3.39544 -0.55118
Br 0.81113 0.96352 1.06790
H 3.04553 1.55290 1.14640
*
```

=====

Record 12
Entry from the Open Molecules 2025 dataset: CHBr3 as an isolated structure at a distorted geometry (wB97M-V/def2-TZVPD).

## Properties
Lowest unoccupied orbital energy (eV): -0.31

```
! RIJCOSX wB97M-V def2-TZVPD def2/J DEFGRID3
* xyz 0 1
C 0.07153 -0.13785 0.15798
Br 1.20131 -0.57164 -1.40834
Br -1.78008 0.33304 -0.46430
Br 0.83486 1.40503 1.07152
H -0.32762 -1.02858 0.64315
*
```

=====

Record 13
Entry from the Open Molecules 2025 dataset: the molecule CHBrClNO2 at a distorted geometry (wB97M-V/def2-TZVPD).

## Properties
<S²>: 2.0066
Lowest unoccupied orbital energy (spin up / spin down) (eV): 0.39 / -4.01

```
! RIJCOSX wB97M-V def2-TZVPD def2/J DEFGRID3
* xyz 0 3
C -0.33796 -0.10558 0.43917
N 0.72082 0.10618 -0.59782
O 1.83846 -0.18310 -0.19413
O 0.45150 0.41357 -1.70135
Cl -1.62229 -1.16875 -0.22915
Br -0.97186 1.66060 0.92200
H -0.07868 -0.72292 1.36129
*
```

=====

Record 14
Entry from the Open Molecules 2025 dataset: a 2-piece molecular cluster, CHBrN2O3 overall at a distorted geometry (wB97M-V/def2-TZVPD).

## Properties
SMILES: O=[N+]([O-])Br.C#[N+][O-]
Lowest unoccupied orbital energy (eV): -1.73

```
! RIJCOSX wB97M-V def2-TZVPD def2/J DEFGRID3
* xyz 0 1
C 0.04847 0.99881 -0.31398
N 1.44097 -2.86095 0.12715
N 0.97426 1.11908 -0.99106
O 1.89496 1.31202 -1.70288
O 0.87397 -2.01763 0.69665
O 2.42825 -3.45669 0.26474
Br 0.37480 -3.46692 -1.60614
H -0.73205 0.70594 0.31912
*
```

=====

Record 15
Entry from the Open Molecules 2025 dataset: CHBrO3Pd as an isolated structure at a distorted geometry (wB97M-V/def2-TZVPD).

## Properties
<S²>: 3.7598
Lowest unoccupied orbital energy (spin up / spin down) (eV): 3.36 / -0.31

```
! RIJCOSX wB97M-V def2-TZVPD def2/J DEFGRID3
* xyz -1 4
Pd 28.70244 -3.12517 9.70802
Br 26.30110 -2.18614 10.96398
O 23.40430 -0.95503 11.72608
C 23.35554 0.34258 12.01600
O 24.34664 1.01150 12.12053
O 22.21775 0.90973 12.11193
H 24.32351 -1.23093 11.70315
*
```

=====

Record 16
Entry from the Open Molecules 2025 dataset: a 2-piece molecular cluster, CHBrOS2 overall at a distorted geometry (wB97M-V/def2-TZVPD).

## Properties
SMILES: O=C=S.SBr
Lowest unoccupied orbital energy (eV): -0.26

```
! RIJCOSX wB97M-V def2-TZVPD def2/J DEFGRID3
* xyz 0 1
C -0.95246 1.46407 0.02024
O -0.04540 2.08222 0.38595
S -2.19892 0.70429 -0.46648
S 0.84060 -0.66860 0.25041
Br 0.24261 -2.72710 -0.06145
H 2.11357 -0.85488 -0.12868
*
```

=====

Record 17
Entry from the Open Molecules 2025 dataset: a 2-piece molecular cluster, CHBrOS2 overall at a distorted geometry (wB97M-V/def2-TZVPD).

## Properties
Lowest unoccupied orbital energy (eV): -0.87

```
! RIJCOSX wB97M-V def2-TZVPD def2/J DEFGRID3
* xyz 0 1
C 0.15332 1.63360 0.16094
O 0.47744 2.71201 0.13051
S -1.30783 -1.90459 -0.15894
S 0.64710 -1.34677 -0.67743
Br 1.85888 -0.43520 0.91992
H -1.82893 -0.65905 -0.37500
*
```

=====

Record 18
Entry from the Open Molecules 2025 dataset: CHCl2F as an isolated structure at a distorted geometry (wB97M-V/def2-TZVPD).

## Properties
Lowest unoccupied orbital energy (eV): 0.92

```
! RIJCOSX wB97M-V def2-TZVPD def2/J DEFGRID3
* xyz 0 1
C -0.50205 -0.45033 0.14392
H -0.80283 -1.36017 0.53410
F -1.46726 0.03046 -0.64399
Cl 0.13309 0.72491 1.26374
Cl 0.86811 -0.50209 -1.00502
*
```

=====

Record 19
Entry from the Open Molecules 2025 dataset: a 2-piece molecular cluster, CHCl2FS overall at a distorted geometry (wB97M-V/def2-TZVPD).

## Properties
Lowest unoccupied orbital energy (spin up / spin down) (eV): -0.51 / -2.91

```
! RIJCOSX wB97M-V def2-TZVPD def2/J DEFGRID3
* xyz 0 1
C -1.19002 0.70645 0.04885
F -1.52525 0.54012 1.33983
S 2.14211 0.01452 -0.42356
Cl -2.41758 -0.05284 -0.89612
Cl 3.02693 -1.71078 0.00193
H -0.03619 0.50253 -0.07093
*
```

=====

Record 20
Entry from the Open Molecules 2025 dataset: a 2-piece molecular cluster, CHCl2NO2 overall at a distorted geometry (wB97M-V/def2-TZVPD).

## Properties
Lowest unoccupied orbital energy (spin up / spin down) (eV): -3.00 / -3.10

```
! RIJCOSX wB97M-V def2-TZVPD def2/J DEFGRID3
* xyz 0 1
C -0.13686 0.32941 -0.43128
N -0.35880 -0.20100 0.90351
O 0.45223 -0.11111 1.75940
O -1.47827 -0.69013 1.04101
Cl -0.85916 -0.44782 -1.70666
Cl 2.29736 -0.31287 -0.91060
H 0.08351 1.43353 -0.65538
*
```

=====

no.,E_tot (eV)
1,-8612.99343
2,-12723.43988
3,-6758.38272
4,-8814.68763
5,-9373.85576
6,-9373.69630
7,-13463.88596
8,-145898.38279
9,-144671.95898
10,-144673.23162
11,-144668.82923
12,-211179.78857
13,-89196.02234
14,-80211.45756
15,-80716.88703
16,-94813.65082
17,-94812.99384
18,-28814.94138
19,-39647.22502
20,-31677.40455